Here is C16H31N7S2Tl as an isolated structure from the OMol25 dataset. Energies are from the ωB97M-V functional and the def2-TZVPD basis.

Values from the calculation:
Energy above the lowest of the compared OMol25 structures with the same formula, charge and spin, kJ/mol: 3.1
Total charge: +1
E, Ha: -1980.22071

Positions of all 57 atoms, in Å:
Tl: -1.14 2.17 1.00
C: 0.72 -2.08 4.76
S: 2.01 -1.49 3.66
C: 1.17 -0.37 2.56
S: -0.53 -0.29 2.52
N: 2.06 0.23 1.82
N: 1.57 1.12 0.89
C: 2.50 1.77 0.31
C: 2.25 2.80 -0.70
C: 3.34 3.43 -1.29
C: 3.12 4.42 -2.24
C: 1.81 4.76 -2.54
C: 0.79 4.09 -1.89
N: 0.99 3.13 -1.00
H: 1.23 -2.71 5.49
H: -0.02 -2.67 4.23
H: 0.24 -1.25 5.26
H: 3.54 1.59 0.59
H: 4.34 3.14 -1.01
H: 3.95 4.92 -2.71
H: 1.59 5.53 -3.26
H: -0.25 4.34 -2.10
N: -1.15 0.87 -1.46
C: -2.15 1.30 -2.45
C: -3.50 0.63 -2.24
C: -4.10 0.89 -0.86
C: -3.72 -0.16 0.18
N: -3.69 0.43 1.52
H: -0.27 1.35 -1.66
H: -0.95 -0.12 -1.55
H: -1.82 1.12 -3.47
H: -2.28 2.38 -2.34
H: -3.41 -0.44 -2.42
H: -4.18 1.01 -3.02
H: -5.19 0.95 -0.92
H: -3.77 1.87 -0.50
H: -2.71 -0.53 -0.02
H: -4.40 -1.02 0.09
H: -3.53 -0.27 2.23
H: -4.59 0.86 1.73
N: 1.83 -3.75 0.80
C: 0.39 -3.46 1.11
C: -0.29 -2.86 -0.11
N: 0.40 -1.71 -0.64
C: 1.79 -2.01 -0.96
C: 2.56 -2.55 0.23
H: 1.88 -4.53 0.14
H: 2.30 -4.04 1.66
H: 0.39 -2.75 1.94
H: -0.06 -4.40 1.44
H: -1.30 -2.58 0.18
H: -0.37 -3.62 -0.89
H: 0.34 -0.93 0.01
H: 2.29 -1.11 -1.31
H: 1.81 -2.73 -1.79
H: 2.58 -1.82 1.04
H: 3.57 -2.87 -0.01

These are the Löwdin partial charges, in e, on atoms 1 to 5: 0.6913 -0.4303 0.8437 -1.1321 0.4627



Here is a 2-piece molecular cluster, CNO4S overall from the OMol25 dataset. Energies are from the ωB97M-V functional and the def2-TZVPD basis.

Values from the calculation:
Energy above the lowest of the compared OMol25 structures with the same formula, charge and spin, kJ/mol: 281.4
Total charge: -1
E, Ha: -791.96892

Positions of all 7 atoms, in Å:
C: 1.88 -0.35 -0.42
N: -1.50 0.40 0.37
O: -1.73 1.50 0.92
O: 2.43 0.65 -0.33
O: -0.35 0.08 -0.06
O: -2.42 -0.40 0.32
S: 1.69 -1.88 -0.79

These are the Löwdin partial charges, in e, on atoms 1 to 5: -0.8760 -0.6239 -0.0787 0.0974 -0.1531



Here is a 11-piece molecular cluster, C48H55N5O28S3 overall from the OMol25 dataset. Energies are from the ωB97M-V functional and the def2-TZVPD basis.

Values from the calculation:
Energy above the lowest of the compared OMol25 structures with the same formula, charge and spin, kJ/mol: 593.3
E, Ha: -5436.38743
SMILES: O=[N+]([O-])c1ccccc1.O=[N+]([O-])c1ccccc1.O=[N+]([O-])c1ccccc1.O=[N+]([O-])c1ccccc1.O=[N+]([O-])c1ccccc1.O=S1(=O)OCCO1.O=S1(=O)OCCO1.O=S1(=O)OCCO1.O=C1CCCO1.O=C1CCCO1.O=C1CCCO1

Positions of all 139 atoms, in Å:
O: 4.48 -9.84 -4.25
N: 4.40 -8.60 -4.19
O: 3.42 -7.96 -4.50
C: 5.63 -7.82 -3.95
C: 6.88 -8.40 -4.23
C: 8.03 -7.70 -4.14
C: 7.96 -6.49 -3.43
C: 6.72 -6.00 -2.93
C: 5.56 -6.60 -3.31
H: 6.92 -9.40 -4.65
H: 8.99 -8.07 -4.49
H: 8.83 -5.87 -3.31
H: 6.80 -5.06 -2.40
H: 4.66 -6.12 -2.95
O: 0.87 8.07 -3.63
N: 0.03 8.80 -3.11
O: -0.20 8.99 -1.94
C: -0.77 9.63 -4.03
C: -0.23 10.47 -5.01
C: -1.06 11.27 -5.77
C: -2.41 11.22 -5.50
C: -3.00 10.30 -4.61
C: -2.16 9.51 -3.81
H: 0.84 10.50 -5.00
H: -0.58 11.96 -6.45
H: -3.13 11.77 -6.10
H: -4.07 10.30 -4.53
H: -2.71 8.98 -3.05
O: -2.29 7.74 6.52
N: -2.85 6.75 7.00
O: -2.70 6.27 8.14
C: -3.86 6.08 6.16
C: -4.00 6.44 4.82
C: -4.87 5.78 3.92
C: -5.63 4.76 4.49
C: -5.55 4.43 5.84
C: -4.69 5.11 6.70
H: -3.29 7.12 4.37
H: -4.99 5.86 2.85
H: -6.38 4.17 3.99
H: -6.05 3.54 6.19
H: -4.64 4.86 7.75
O: -6.32 -7.22 -11.16
N: -6.86 -7.75 -10.23
O: -7.60 -8.68 -10.41
C: -6.53 -7.32 -8.88
C: -5.81 -6.13 -8.65
C: -5.55 -5.71 -7.36
C: -5.88 -6.49 -6.23
C: -6.56 -7.69 -6.46
C: -6.92 -8.03 -7.77
H: -5.43 -5.54 -9.48
H: -5.05 -4.77 -7.20
H: -5.54 -6.39 -5.21
H: -6.86 -8.38 -5.68
H: -7.43 -8.97 -7.91
O: 5.72 0.68 -7.15
N: 5.67 0.63 -8.36
O: 6.45 0.02 -9.06
C: 4.67 1.54 -8.98
C: 4.36 1.37 -10.33
C: 3.51 2.31 -11.03
C: 2.98 3.37 -10.25
C: 3.22 3.46 -8.87
C: 3.95 2.48 -8.23
H: 4.88 0.61 -10.90
H: 3.30 2.16 -12.08
H: 2.30 4.15 -10.54
H: 2.67 4.15 -8.26
H: 4.07 2.48 -7.16
O: 10.19 5.85 1.65
S: 11.03 4.76 1.17
O: 12.34 5.05 0.55
O: 11.15 3.44 2.21
C: 10.23 2.46 1.95
C: 9.96 2.60 0.40
O: 10.11 3.95 0.11
H: 10.63 1.49 2.24
H: 9.31 2.51 2.53
H: 8.97 2.31 0.05
H: 10.66 1.88 -0.03
O: 4.10 5.53 6.30
S: 5.26 6.12 5.72
O: 5.51 5.91 4.25
O: 5.23 7.74 6.04
C: 5.70 8.05 7.29
C: 7.00 7.22 7.41
O: 6.56 6.01 6.70
H: 5.88 9.12 7.35
H: 4.97 7.73 8.03
H: 7.24 7.08 8.47
H: 7.82 7.77 6.94
O: 0.49 -1.42 7.82
S: -0.75 -1.65 8.55
O: -1.84 -2.35 7.88
O: -0.35 -2.15 10.11
C: -0.09 -1.09 11.01
C: -0.47 0.19 10.23
O: -1.21 -0.20 9.10
H: -0.73 -1.18 11.89
H: 0.99 -0.96 11.14
H: 0.39 0.71 9.79
H: -0.96 0.98 10.79
O: -5.88 -9.48 2.13
C: -4.65 -9.54 1.99
C: -3.60 -9.41 3.16
C: -2.43 -9.88 2.36
C: -2.82 -9.65 0.89
O: -4.20 -9.63 0.80
H: -3.57 -8.37 3.47
H: -3.94 -10.08 3.96
H: -1.51 -9.30 2.45
H: -2.27 -10.94 2.55
H: -2.62 -8.69 0.43
H: -2.18 -10.31 0.30
O: -9.64 -1.66 2.18
C: -9.58 -2.61 2.92
C: -8.40 -3.26 3.58
C: -9.01 -4.05 4.75
C: -10.38 -4.28 4.24
O: -10.71 -3.32 3.32
H: -7.88 -3.96 2.94
H: -7.61 -2.56 3.87
H: -8.45 -4.98 4.87
H: -9.07 -3.61 5.74
H: -10.43 -5.29 3.83
H: -11.15 -4.06 4.99
O: -1.17 -1.86 0.60
C: -0.57 -0.82 0.86
C: -1.26 0.49 1.32
C: -0.10 1.50 1.14
C: 1.19 0.68 0.99
O: 0.72 -0.67 0.70
H: -2.13 0.68 0.69
H: -1.58 0.54 2.36
H: -0.33 2.10 0.26
H: -0.03 2.22 1.95
H: 1.84 0.93 0.15
H: 1.73 0.60 1.94

These are the Löwdin partial charges, in e, on atoms 1 to 5: 0.0529 -0.3417 0.0922 -0.1295 -0.0182



Here is C46H39AsCl5F6GeN5O6RbS7 as an isolated structure from the OMol25 dataset. Energies are from the ωB97M-V functional and the def2-TZVPD basis.

Values from the calculation:
Spin multiplicity: 2
Energy above the lowest of the compared OMol25 structures with the same formula, charge and spin, kJ/mol: 94.5
Total charge: -2
E, Ha: -12525.96097

Positions of all 117 atoms, in Å:
Rb: 0.21 0.75 -0.33
Cl: -2.53 -0.87 -0.76
C: -1.94 -2.35 -1.58
Cl: -0.51 -2.05 -2.57
H: -2.74 -2.69 -2.22
H: -1.68 -3.05 -0.78
S: -0.24 -3.21 1.29
C: -0.37 -3.81 2.91
C: -0.14 -5.15 3.24
C: -0.27 -5.62 4.53
C: -0.64 -4.76 5.57
C: -0.88 -3.42 5.27
C: -0.75 -2.95 3.97
As: -1.01 -1.10 3.43
C: -2.81 -1.23 2.66
C: -3.47 -0.04 2.38
C: -4.75 -0.03 1.86
C: -5.40 -1.23 1.60
C: -4.75 -2.43 1.87
C: -3.46 -2.43 2.39
C: -1.66 -0.40 5.18
C: -2.97 -0.38 5.63
C: -3.28 0.13 6.89
C: -2.28 0.63 7.71
C: -0.96 0.61 7.27
C: -0.66 0.10 6.02
H: 0.15 -5.83 2.44
H: -0.09 -6.66 4.74
H: -0.74 -5.12 6.58
H: -1.17 -2.74 6.06
H: -2.96 0.91 2.57
H: -5.25 0.91 1.64
H: -6.40 -1.24 1.19
H: -5.24 -3.37 1.66
H: -2.95 -3.36 2.59
H: -3.76 -0.77 5.01
H: -4.31 0.14 7.22
H: -2.52 1.02 8.69
H: -0.17 0.99 7.90
H: 0.37 0.09 5.68
F: -0.41 2.10 2.41
C: 0.66 2.72 2.94
F: 0.22 3.74 3.69
F: 1.27 1.86 3.75
S: 1.82 3.37 1.59
O: 1.26 2.93 0.33
O: 1.85 4.78 1.84
N: 3.20 2.69 1.93
S: 3.36 1.14 1.54
O: 2.07 0.52 1.40
O: 4.39 0.54 2.31
C: 4.09 1.17 -0.18
F: 3.81 0.02 -0.78
F: 3.60 2.17 -0.92
F: 5.42 1.32 -0.12
N: 1.43 0.72 -2.95
C: 1.74 1.27 -3.92
N: 2.10 1.92 -5.02
C: 1.23 3.02 -5.43
C: 1.60 4.29 -4.68
O: 2.97 4.60 -4.85
C: 3.80 3.55 -4.38
C: 3.53 2.26 -5.13
H: 0.19 2.75 -5.24
H: 1.37 3.17 -6.50
H: 1.38 4.17 -3.61
H: 1.03 5.14 -5.05
H: 3.63 3.40 -3.31
H: 4.83 3.87 -4.53
H: 4.11 1.42 -4.77
H: 3.74 2.39 -6.20
O: -1.79 2.67 -0.20
S: -1.61 4.10 0.18
C: -2.63 4.34 1.63
C: -2.32 5.38 2.49
C: -3.09 5.54 3.64
C: -4.12 4.66 3.91
C: -4.40 3.62 3.04
C: -3.65 3.45 1.89
C: -2.63 5.02 -0.97
C: -3.48 4.32 -1.81
C: -4.27 5.02 -2.71
C: -4.20 6.41 -2.76
C: -3.34 7.10 -1.92
C: -2.55 6.40 -1.02
H: -1.47 6.02 2.30
H: -2.85 6.34 4.34
H: -4.70 4.78 4.82
H: -5.19 2.91 3.28
H: -3.83 2.63 1.21
H: -3.51 3.24 -1.74
H: -4.93 4.48 -3.38
H: -4.82 6.95 -3.47
H: -3.29 8.18 -1.96
H: -1.86 6.93 -0.37
Cl: 2.86 -4.40 -4.38
Ge: 3.27 -2.47 -3.19
Cl: 5.32 -3.11 -2.39
Cl: 4.14 -1.21 -5.03
S: -5.27 -0.01 -7.57
C: -4.30 0.16 -6.27
S: -3.27 1.55 -6.02
C: -2.79 0.96 -4.46
N: -3.36 -0.20 -4.17
N: -4.15 -0.64 -5.15
C: -4.78 -1.90 -4.89
C: -4.99 -2.24 -3.56
C: -5.56 -3.47 -3.25
C: -5.93 -4.34 -4.27
C: -5.71 -3.99 -5.59
C: -5.14 -2.77 -5.92
S: -1.76 1.65 -3.34
H: -4.69 -1.57 -2.77
H: -5.71 -3.73 -2.21
H: -6.37 -5.30 -4.02
H: -5.98 -4.68 -6.38
H: -4.95 -2.51 -6.94

These are the Löwdin partial charges, in e, on atoms 1 to 5: 0.7036 0.5236 -0.9722 0.5219 -0.0048



Here is one molecule with the formula C5H9N3O from the OMol25 dataset. Energies are from the ωB97M-V functional and the def2-TZVPD basis.

Values from the calculation:
Energy above the lowest of the compared OMol25 structures with the same formula, charge and spin, kJ/mol: 357.3
E, Ha: -435.32163
SMILES: CC(=O)N(C)C(N)=C=N

Positions of all 18 atoms, in Å:
C: -1.57 -1.71 -0.55
C: -0.78 -1.13 0.58
O: -0.83 -1.59 1.69
N: 0.61 -0.41 0.03
C: 1.92 -0.65 0.63
C: 0.29 0.80 -0.42
N: 1.13 1.82 -0.46
C: -1.21 1.11 -0.22
N: -1.34 2.38 -0.23
H: -1.34 -1.27 -1.52
H: -1.37 -2.78 -0.54
H: -2.63 -1.54 -0.34
H: 1.86 -1.61 1.13
H: 2.69 -0.60 -0.14
H: 2.16 0.10 1.39
H: 2.13 1.73 -0.38
H: 0.61 2.70 -0.57
H: -2.32 2.64 -0.08

These are the Löwdin partial charges, in e, on atoms 1 to 5: -0.0514 -0.4078 0.0890 -0.0217 -0.0420



Here is one molecule with the formula C2H2Cl2O from the OMol25 dataset. Energies are from the ωB97M-V functional and the def2-TZVPD basis.

Values from the calculation:
Energy above the lowest of the compared OMol25 structures with the same formula, charge and spin, kJ/mol: 85.7
E, Ha: -1072.99193
SMILES: O=CC(Cl)Cl

Positions of all 7 atoms, in Å:
O: 0.17 0.84 1.81
C: -0.35 0.38 0.83
C: 0.25 -0.12 -0.62
Cl: 2.00 0.23 -0.80
Cl: -0.19 -1.83 -0.63
H: -1.39 0.19 0.88
H: -0.49 0.31 -1.46

These are the Löwdin partial charges, in e, on atoms 1 to 5: 0.0629 -0.3396 -1.0577 0.5650 0.5689



Here is a 8-piece molecular cluster, C45H54FN7O4 overall from the OMol25 dataset. Energies are from the ωB97M-V functional and the def2-TZVPD basis.

Values from the calculation:
E, Ha: -2531.20411
SMILES: C[C@@H](CC1=C(CCCF)C(=O)OC1=O)OCc1ccccc1.c1cc[nH]c1.c1cc[nH]c1.c1cc[nH]c1.c1cc[nH]c1.c1cc[nH]c1.c1cc[nH]c1.c1cc[nH]c1

Positions of all 111 atoms, in Å:
C: -3.92 -0.17 3.35
C: -4.13 -1.29 2.34
C: -3.15 -2.45 2.61
C: -1.77 -2.03 2.97
C: -1.19 -2.08 4.16
C: -1.65 -2.53 5.49
C: -1.94 -4.04 5.58
C: -2.95 -4.31 6.68
F: -4.11 -3.58 6.46
C: 0.19 -1.55 3.97
O: 1.03 -1.40 4.78
O: 0.37 -1.26 2.63
C: -0.80 -1.49 2.00
O: -1.00 -1.25 0.85
O: -5.40 -1.89 2.42
C: -6.48 -1.03 2.07
C: -7.60 -1.22 3.06
C: -8.30 -2.43 3.00
C: -9.32 -2.71 3.91
C: -9.64 -1.76 4.88
C: -8.95 -0.55 4.92
C: -7.92 -0.27 4.02
H: -3.07 0.43 3.04
H: -3.79 -0.55 4.36
H: -4.76 0.52 3.37
H: -3.90 -0.92 1.33
H: -3.57 -2.98 3.46
H: -3.17 -3.15 1.78
H: -0.85 -2.32 6.19
H: -2.51 -1.97 5.85
H: -1.04 -4.57 5.87
H: -2.35 -4.45 4.67
H: -2.57 -4.02 7.66
H: -3.22 -5.36 6.72
H: -6.18 0.02 1.99
H: -6.88 -1.31 1.09
H: -8.04 -3.16 2.25
H: -9.84 -3.65 3.84
H: -10.41 -1.99 5.59
H: -9.22 0.16 5.69
H: -7.38 0.66 4.07
C: -1.91 -2.30 -4.19
C: -1.34 -3.54 -3.80
C: -0.98 -3.43 -2.48
N: -1.31 -2.17 -2.07
C: -1.87 -1.47 -3.10
H: -2.30 -2.05 -5.16
H: -1.21 -4.42 -4.41
H: -0.52 -4.13 -1.80
H: -1.15 -1.80 -1.14
H: -2.20 -0.46 -2.97
C: -1.22 -3.55 -9.36
C: -0.65 -4.79 -8.96
C: -0.29 -4.67 -7.64
N: -0.61 -3.41 -7.23
C: -1.18 -2.72 -8.27
H: -1.61 -3.29 -10.33
H: -0.52 -5.66 -9.57
H: 0.17 -5.37 -6.97
H: -0.46 -3.04 -6.31
H: -1.51 -1.70 -8.14
C: 0.77 3.36 1.24
C: 0.63 3.56 -0.15
C: 0.07 2.42 -0.67
N: -0.12 1.54 0.36
C: 0.31 2.11 1.53
H: 1.18 4.06 1.96
H: 0.90 4.43 -0.72
H: -0.20 2.15 -1.68
H: -0.51 0.61 0.27
H: 0.24 1.58 2.47
C: 4.62 3.00 -1.41
C: 3.58 2.13 -0.99
C: 3.40 1.20 -1.97
N: 4.29 1.47 -2.98
C: 5.04 2.57 -2.64
H: 5.02 3.84 -0.88
H: 3.03 2.18 -0.06
H: 2.72 0.36 -2.05
H: 4.38 0.95 -3.83
H: 5.80 2.94 -3.31
C: 8.45 4.08 0.92
C: 7.96 3.35 -0.19
C: 8.32 4.03 -1.32
N: 9.02 5.15 -0.93
C: 9.09 5.19 0.44
H: 8.33 3.83 1.96
H: 7.40 2.43 -0.17
H: 8.16 3.82 -2.36
H: 9.41 5.83 -1.55
H: 9.60 5.99 0.94
C: -5.27 2.41 -0.20
C: -4.41 2.36 -1.33
C: -5.21 2.27 -2.44
N: -6.51 2.27 -2.02
C: -6.56 2.35 -0.66
H: -4.97 2.49 0.83
H: -3.33 2.39 -1.33
H: -4.96 2.22 -3.49
H: -7.31 2.20 -2.62
H: -7.50 2.36 -0.13
C: 13.14 3.73 -0.65
C: 14.10 2.99 -1.40
C: 13.42 2.34 -2.40
N: 12.09 2.65 -2.27
C: 11.91 3.49 -1.21
H: 13.33 4.35 0.20
H: 15.16 2.95 -1.24
H: 13.77 1.68 -3.18
H: 11.36 2.30 -2.86
H: 10.93 3.85 -0.95

These are the Löwdin partial charges, in e, on atoms 1 to 5: -0.0032 -0.3696 -0.0468 -0.0740 -0.0569